Here is the molecule C22H25N3O4 at a distorted geometry from the OMol25 dataset. Energies are from the ωB97M-V functional and the def2-TZVPD basis.

Positions of all 54 atoms, in Å:
C 9.173 -1.817 1.581
C 8.175 -1.380 0.513
C 6.940 -0.692 1.113
O 6.087 -1.617 1.757
C 6.108 0.055 0.055
C 4.979 0.835 0.733
C 4.115 1.556 -0.303
N 3.583 0.607 -1.250
C 2.297 0.263 -1.442
O 1.963 -0.604 -2.237
C 1.221 0.964 -0.684
C -0.119 0.485 -0.672
C -0.788 1.407 0.074
C -2.216 1.528 0.485
O -2.899 0.401 0.000
C -4.243 0.295 0.221
C -5.007 1.241 0.934
C -6.351 1.055 1.108
C -7.000 -0.078 0.583
N -8.326 -0.220 0.777
C -8.917 -1.272 0.287
C -8.255 -2.280 -0.440
C -6.910 -2.160 -0.651
C -6.229 -1.034 -0.137
C -4.853 -0.824 -0.303
O 0.069 2.362 0.476
N 1.304 2.078 0.002
C 4.614 -0.127 -1.955
C 5.497 -0.896 -0.974
H 10.050 -2.261 1.115
H 9.497 -0.964 2.176
H 8.741 -2.559 2.250
H 7.850 -2.251 -0.057
H 8.664 -0.685 -0.171
H 7.287 0.055 1.850
H 6.612 -2.132 2.378
H 6.773 0.762 -0.455
H 5.392 1.568 1.428
H 4.365 0.134 1.299
H 3.298 2.091 0.177
H 4.732 2.276 -0.855
H -0.493 -0.394 -1.147
H -2.632 2.458 0.068
H -2.271 1.588 1.584
H -4.539 2.119 1.350
H -6.944 1.773 1.652
H -9.983 -1.342 0.469
H -8.811 -3.125 -0.817
H -6.356 -2.907 -1.203
H -4.257 -1.540 -0.847
H 4.122 -0.811 -2.649
H 5.222 0.586 -2.524
H 6.278 -1.410 -1.535
H 4.899 -1.641 -0.449

- Energy above the lowest of the compared OMol25 structures with the same formula, charge and spin: 3.094 eV
- Max |F|: 1.13 eV Å⁻¹
- Frontier orbital gap: 8.6 eV
- Lowest unoccupied orbital energy: 0.19 eV
- Energy: -35879.1341 eV
- Total charge: 0


Here is a structure of composition C34H30AsCoN5 from the OMol25 dataset. Energies are from the ωB97M-V functional and the def2-TZVPD basis.

Positions of all 71 atoms, in Å:
Co -0.331 -0.620 -1.207
C -3.071 -1.064 -0.662
N -2.195 -0.363 -1.634
C -2.502 1.064 -1.888
C -1.237 1.634 -2.430
N -0.091 1.002 -2.196
C 0.923 1.804 -2.752
C 2.308 1.653 -2.824
C 3.018 2.646 -3.465
C 2.386 3.765 -4.034
C 1.018 3.923 -3.977
C 0.312 2.921 -3.323
N -1.057 2.766 -3.101
C -2.285 -2.262 -0.261
N -0.968 -2.261 -0.437
C -0.509 -3.499 0.054
C 0.759 -4.072 0.106
C 0.859 -5.335 0.651
C -0.264 -6.030 1.128
C -1.527 -5.482 1.070
C -1.616 -4.207 0.525
N -2.721 -3.384 0.299
H -4.039 -1.313 -1.099
H -3.234 -0.410 0.198
H -2.266 -0.857 -2.528
H -2.749 1.532 -0.934
H -3.358 1.187 -2.554
H 2.826 0.800 -2.409
H 4.094 2.559 -3.544
H 2.986 4.511 -4.535
H 0.525 4.774 -4.427
H -1.783 3.392 -3.418
H 1.630 -3.564 -0.276
H 1.828 -5.813 0.702
H -0.135 -7.022 1.538
H -2.398 -6.021 1.417
H -3.683 -3.613 0.503
C 1.145 5.014 0.370
C -0.196 4.644 0.319
C -0.551 3.312 0.442
C 0.449 2.354 0.624
C 1.793 2.717 0.669
C 2.133 4.057 0.546
As 0.040 0.507 0.798
C 1.627 -0.532 0.852
C 2.261 -0.974 2.007
C 3.419 -1.731 1.883
C 3.925 -2.055 0.628
C 3.273 -1.643 -0.528
C 2.124 -0.876 -0.406
C -1.172 0.104 2.196
C -1.178 -1.190 2.727
C -2.024 -1.478 3.784
C -2.862 -0.491 4.296
C -2.845 0.796 3.770
C -1.993 1.105 2.721
H 1.416 6.058 0.284
H -0.963 5.398 0.200
H -1.599 3.041 0.427
H 2.571 1.977 0.805
H 3.173 4.351 0.596
H 1.872 -0.726 2.987
H 3.937 -2.064 2.773
H 4.838 -2.630 0.550
H 3.672 -1.896 -1.502
H 1.725 -0.439 -1.338
H -0.509 -1.953 2.348
H -2.017 -2.466 4.225
H -3.517 -0.721 5.127
H -3.478 1.564 4.193
H -1.944 2.122 2.353

- Max |F|: 0.26 eV Å⁻¹
- Frontier orbital gap (alpha / beta): 6.1 / 6.3 eV
- Lowest unoccupied orbital energy (alpha / beta): -10.75 / -10.55 eV
- Energy: -141636.9258 eV
- Total charge: +3


Question: Which of these has the highest max |F|?
Answer: C22H25N3O4


Question: energy of number 1 (C22H25N3O4)?
Answer: -35879.1341 eV


Copy entry 1 word for word.
Here is the molecule C22H25N3O4 at a distorted geometry from the OMol25 dataset. Energies are from the ωB97M-V functional and the def2-TZVPD basis.

Positions of all 54 atoms, in Å:
C 9.173 -1.817 1.581
C 8.175 -1.380 0.513
C 6.940 -0.692 1.113
O 6.087 -1.617 1.757
C 6.108 0.055 0.055
C 4.979 0.835 0.733
C 4.115 1.556 -0.303
N 3.583 0.607 -1.250
C 2.297 0.263 -1.442
O 1.963 -0.604 -2.237
C 1.221 0.964 -0.684
C -0.119 0.485 -0.672
C -0.788 1.407 0.074
C -2.216 1.528 0.485
O -2.899 0.401 0.000
C -4.243 0.295 0.221
C -5.007 1.241 0.934
C -6.351 1.055 1.108
C -7.000 -0.078 0.583
N -8.326 -0.220 0.777
C -8.917 -1.272 0.287
C -8.255 -2.280 -0.440
C -6.910 -2.160 -0.651
C -6.229 -1.034 -0.137
C -4.853 -0.824 -0.303
O 0.069 2.362 0.476
N 1.304 2.078 0.002
C 4.614 -0.127 -1.955
C 5.497 -0.896 -0.974
H 10.050 -2.261 1.115
H 9.497 -0.964 2.176
H 8.741 -2.559 2.250
H 7.850 -2.251 -0.057
H 8.664 -0.685 -0.171
H 7.287 0.055 1.850
H 6.612 -2.132 2.378
H 6.773 0.762 -0.455
H 5.392 1.568 1.428
H 4.365 0.134 1.299
H 3.298 2.091 0.177
H 4.732 2.276 -0.855
H -0.493 -0.394 -1.147
H -2.632 2.458 0.068
H -2.271 1.588 1.584
H -4.539 2.119 1.350
H -6.944 1.773 1.652
H -9.983 -1.342 0.469
H -8.811 -3.125 -0.817
H -6.356 -2.907 -1.203
H -4.257 -1.540 -0.847
H 4.122 -0.811 -2.649
H 5.222 0.586 -2.524
H 6.278 -1.410 -1.535
H 4.899 -1.641 -0.449

- Energy above the lowest of the compared OMol25 structures with the same formula, charge and spin: 3.094 eV
- Max |F|: 1.13 eV Å⁻¹
- Frontier orbital gap: 8.6 eV
- Lowest unoccupied orbital energy: 0.19 eV
- Energy: -35879.1341 eV
- Total charge: 0


Question: Which value of max |F| does entry 2 give?
Answer: 0.26 eV Å⁻¹